No. 1
Computed, not measured: C46H40As2FMnN4O3S2 as an isolated structure, with ωB97M-V/def2-TZVPD.

Geometry as ORCA input:
```
! wB97M-V def2-TZVPD RIJCOSX def2/J DEFGRID3
* xyz 1 4
Mn 0.0320 -2.2494 1.0930
C 2.7671 2.1486 0.4868
C 1.5849 2.0611 -0.4935
As 0.0489 1.0451 0.1946
C -1.3526 1.3748 -1.0935
C -2.6897 1.2386 -0.7326
C -3.6750 1.2802 -1.7063
C -3.3288 1.4610 -3.0383
C -1.9988 1.6256 -3.3968
C -1.0089 1.5803 -2.4270
C -0.3709 2.0933 1.7770
C 0.2471 1.9069 3.0066
C -0.0153 2.7940 4.0389
C -0.8937 3.8523 3.8448
C -1.4933 4.0413 2.6087
C -1.2334 3.1642 1.5665
As 3.6348 0.3716 0.9022
C 3.6533 0.5316 2.8497
C 3.3075 -0.5883 3.6017
C 3.2459 -0.5105 4.9878
C 3.5190 0.6888 5.6282
C 3.8722 1.8091 4.8840
C 3.9465 1.7283 3.5029
C 5.4715 0.9854 0.5217
C 6.4953 1.0408 1.4590
C 7.7669 1.4545 1.0843
C 8.0306 1.8042 -0.2309
C 7.0179 1.7376 -1.1777
C 5.7506 1.3239 -0.8021
H 2.4370 2.6104 1.4177
H 3.5322 2.7916 0.0541
H 1.8893 1.5728 -1.4209
H 1.2021 3.0563 -0.7307
H -2.9562 1.0975 0.3071
H -4.7125 1.1608 -1.4215
H -4.0942 1.4765 -3.8032
H -1.7281 1.7702 -4.4344
H 0.0280 1.7068 -2.7101
H 0.9071 1.0684 3.1697
H 0.4762 2.6570 4.9930
H -1.1116 4.5301 4.6601
H -2.1631 4.8757 2.4464
H -1.6942 3.3162 0.5989
H 3.0795 -1.5210 3.0960
H 2.9869 -1.3883 5.5658
H 3.4608 0.7530 6.7073
H 4.0947 2.7432 5.3847
H 4.2428 2.5982 2.9278
H 6.3049 0.7636 2.4881
H 8.5559 1.5063 1.8235
H 9.0226 2.1252 -0.5205
H 7.2195 2.0063 -2.2068
H 4.9598 1.2614 -1.5446
N -6.8154 1.5155 3.0809
C -5.7226 0.7113 2.9609
C -5.7260 -0.3649 2.0552
C -4.5965 -1.1282 1.8722
C -3.4461 -0.8349 2.5998
C -3.4237 0.2079 3.5160
C -4.5575 0.9691 3.6999
S -1.9990 -1.7453 2.2280
O -0.8172 -0.9325 2.5877
O -1.9862 -3.0796 2.7674
N -1.8619 -1.8260 0.6130
C -1.9668 -3.0778 0.0221
N -3.1040 -3.6124 -0.3682
C -3.0215 -4.8163 -0.9378
C -1.8214 -5.4876 -1.1056
C -0.6752 -4.8526 -0.6600
N -0.7450 -3.6465 -0.1110
H -7.6815 1.2435 2.6535
H -6.8619 2.1901 3.8222
H -6.6240 -0.5864 1.4915
H -4.5837 -1.9450 1.1583
H -2.5236 0.4222 4.0775
H -4.5431 1.7823 4.4148
H -3.9629 -5.2469 -1.2580
H -1.7811 -6.4662 -1.5585
H 0.3107 -5.2933 -0.7367
F 1.6266 -2.8869 1.4989
C -2.2917 -2.6332 -8.7977
C -1.7435 -2.0289 -7.5424
O -2.2082 -1.1088 -6.9329
S -0.2135 -2.8591 -7.0333
C 0.0518 -2.2636 -5.3932
C -0.9958 -2.1763 -4.4726
C -0.7391 -1.7714 -3.1851
C 0.5787 -1.4654 -2.7724
C 1.6213 -1.5701 -3.7039
C 1.3550 -1.9615 -4.9996
C 0.7202 -1.0377 -1.4479
C 0.5335 -0.8215 -0.2292
H -3.1183 -2.0319 -9.1680
H -2.6399 -3.6438 -8.5809
H -1.5087 -2.7090 -9.5527
H -2.0063 -2.4163 -4.7644
H -1.5457 -1.6785 -2.4682
H 2.6341 -1.3371 -3.4022
H 2.1554 -2.0316 -5.7245
*
```

Highest occupied orbital energy (alpha / beta) in eV: -9.637 / -10.361
Expectation value of S²: 3.860

Per-atom Mulliken charges, elementary charge units: atom 1 (Mn): -0.021, atom 2 (C): -1.115, atom 3 (C): -1.000, atom 4 (As): 0.813, atom 5 (C): 0.403, atom 6 (C): -0.104, atom 7 (C): -0.851, atom 8 (C): -0.720, atom 9 (C): -0.675, atom 10 (C): -0.743, atom 11 (C): 0.684, atom 12 (C): -0.152, atom 13 (C): -0.838, atom 14 (C): -0.795, atom 15 (C): -0.797, atom 16 (C): -0.856, atom 17 (As): 0.617, atom 18 (C): 0.171, atom 19 (C): -0.584, atom 20 (C): -0.595, atom 21 (C): -0.482, atom 22 (C): -0.963, atom 23 (C): 0.053, atom 24 (C): 0.394, atom 25 (C): -0.493, atom 26 (C): -0.626, atom 27 (C): -0.468, atom 28 (C): -0.639, atom 29 (C): -0.382, atom 30 (H): 0.484, atom 31 (H): 0.822, atom 32 (H): 0.335, atom 33 (H): 0.565, atom 34 (H): 0.583, atom 35 (H): 0.487, atom 36 (H): 0.425, atom 37 (H): 0.489, atom 38 (H): 0.258, atom 39 (H): 0.559, atom 40 (H): 0.521, atom 41 (H): 0.445, atom 42 (H): 0.487, atom 43 (H): 0.426, atom 44 (H): 0.446, atom 45 (H): 0.446, atom 46 (H): 0.405, atom 47 (H): 0.438, atom 48 (H): 0.474, atom 49 (H): 0.384, atom 50 (H): 0.390, atom 51 (H): 0.377, atom 52 (H): 0.389, atom 53 (H): 0.309, atom 54 (N): -0.481, atom 55 (C): 1.117, atom 56 (C): -0.869, atom 57 (C): -0.453, atom 58 (C): -0.133, atom 59 (C): -0.339, atom 60 (C): -0.836, atom 61 (S): 1.452, atom 62 (O): -0.573, atom 63 (O): -0.621, atom 64 (N): 0.100, atom 65 (C): 0.116, atom 66 (N): -0.546, atom 67 (C): -0.312, atom 68 (C): -0.865, atom 69 (C): -0.028, atom 70 (N): -0.161, atom 71 (H): 0.203, atom 72 (H): 0.204, atom 73 (H): 0.355, atom 74 (H): 0.388, atom 75 (H): 0.480, atom 76 (H): 0.336, atom 77 (H): 0.509, atom 78 (H): 0.429, atom 79 (H): 0.577, atom 80 (F): -0.723, atom 81 (C): -1.140, atom 82 (C): 0.812, atom 83 (O): -0.498, atom 84 (S): -0.269, atom 85 (C): 0.357, atom 86 (C): -0.866, atom 87 (C): 0.014, atom 88 (C): -0.259, atom 89 (C): -0.617, atom 90 (C): -0.842, atom 91 (C): 0.566, atom 92 (C): 0.835, atom 93 (H): 0.323, atom 94 (H): 0.306, atom 95 (H): 0.358, atom 96 (H): 0.494, atom 97 (H): 0.827, atom 98 (H): 0.636, atom 99 (H): 0.456

=====

No. 2
Computed, not measured: one molecule with the formula C18H20N2O4, with ωB97M-V/def2-TZVPD.

Geometry as ORCA input:
```
! wB97M-V def2-TZVPD RIJCOSX def2/J DEFGRID3
* xyz 0 1
C -1.4195 -1.4974 -2.2649
O -1.6836 -1.3967 -0.8875
C -2.6839 -0.5976 -0.4426
C -3.4809 0.2070 -1.2472
C -4.4638 1.0012 -0.6784
C -4.6574 1.0055 0.6890
C -3.8632 0.2029 1.4945
C -2.8814 -0.6040 0.9500
C -2.0251 -1.5012 1.8050
C -0.5670 -1.3498 1.4697
N -0.0813 -0.0893 1.4376
N 0.0952 -2.4260 1.3008
O 1.4794 -2.2291 0.9861
C 1.8817 -2.6706 -0.1925
O 1.2116 -3.1699 -1.0563
C 3.3915 -2.4265 -0.3447
O 3.8695 -1.3247 0.3831
C 3.3132 -0.1008 0.1467
C 3.7170 0.9268 1.0011
C 3.2063 2.1983 0.8548
C 2.2781 2.4908 -0.1415
C 1.7343 3.8795 -0.2903
C 1.8886 1.4671 -0.9904
C 2.3941 0.1817 -0.8583
H -0.5997 -2.2113 -2.3387
H -2.2866 -1.8760 -2.8145
H -1.1124 -0.5340 -2.6873
H -3.3446 0.2164 -2.3172
H -5.0782 1.6194 -1.3159
H -5.4215 1.6264 1.1304
H -4.0146 0.1996 2.5644
H -2.1757 -1.2632 2.8600
H -2.2899 -2.5467 1.6397
H -0.7251 0.6819 1.4127
H 0.8535 0.0732 1.0975
H 3.6189 -2.3439 -1.4159
H 3.9196 -3.2942 0.0611
H 4.4325 0.6967 1.7741
H 3.5284 2.9809 1.5260
H 1.4199 4.2745 0.6743
H 2.5027 4.5435 -0.6862
H 0.8860 3.8955 -0.9700
H 1.1741 1.6670 -1.7763
H 2.0592 -0.5828 -1.5420
*
```

Highest occupied orbital energy in eV: -8.601
Energy relative to the best compared isomer or geometry (same formula, charge and spin) in kcal per mole: 66.20

Per-atom Mulliken charges, elementary charge units: atom 1 (C): -1.018, atom 2 (O): -0.211, atom 3 (C): 1.080, atom 4 (C): -0.566, atom 5 (C): -0.628, atom 6 (C): -0.729, atom 7 (C): -0.573, atom 8 (C): 0.255, atom 9 (C): -0.701, atom 10 (C): 0.579, atom 11 (N): -0.345, atom 12 (N): -0.839, atom 13 (O): -0.080, atom 14 (C): 0.648, atom 15 (O): -0.608, atom 16 (C): -0.469, atom 17 (O): -0.488, atom 18 (C): 0.575, atom 19 (C): -0.567, atom 20 (C): -0.549, atom 21 (C): 0.760, atom 22 (C): -1.582, atom 23 (C): -0.659, atom 24 (C): -0.128, atom 25 (H): 0.218, atom 26 (H): 0.394, atom 27 (H): 0.367, atom 28 (H): 0.431, atom 29 (H): 0.393, atom 30 (H): 0.383, atom 31 (H): 0.360, atom 32 (H): 0.344, atom 33 (H): 0.325, atom 34 (H): 0.289, atom 35 (H): 0.197, atom 36 (H): 0.316, atom 37 (H): 0.334, atom 38 (H): 0.426, atom 39 (H): 0.385, atom 40 (H): 0.365, atom 41 (H): 0.346, atom 42 (H): 0.351, atom 43 (H): 0.319, atom 44 (H): 0.304

=====

No. 3
Computed, not measured: one molecule with the formula CH4N2O, with ωB97M-V/def2-TZVPD.

Geometry as ORCA input:
```
! wB97M-V def2-TZVPD RIJCOSX def2/J DEFGRID3
* xyz 0 1
N 1.2098 0.0892 0.0053
C -0.0953 0.4922 -0.1181
N -1.0854 -0.4861 -0.1062
O -0.5401 1.6473 -0.0220
H 1.5129 -0.8914 -0.1315
H 1.8563 0.7934 -0.0323
H -2.0875 -0.2162 0.2240
H -0.7708 -1.4285 0.1809
*
```

Highest occupied orbital energy in eV: -9.741
Energy relative to the best compared isomer or geometry (same formula, charge and spin) in kcal per mole: 11.88

Per-atom Mulliken charges, elementary charge units: atom 1 (N): -0.379, atom 2 (C): 0.590, atom 3 (N): -0.469, atom 4 (O): -0.626, atom 5 (H): 0.203, atom 6 (H): 0.220, atom 7 (H): 0.263, atom 8 (H): 0.199

=====

Number 1: F_max 2.2 eV Å⁻¹. Number 2: F_max 1.6 eV Å⁻¹. Number 3: F_max 3.9 eV Å⁻¹.